Arrangement w

Below is a 2-piece molecular cluster, HN3O overall, with properties calculated with ωB97M-V/def2-TZVPD.

Last column: Mulliken charge in e.
Positions of all 5 atoms, in Å:
N  -2.076  0.478  -0.294  -0.007
N  -1.921  -0.405  0.345  0.010
N  2.178  0.342  0.112  0.006
O  1.382  -0.492  -0.235  -0.222
H  1.681  1.028  0.746  0.212

Structure (SMILES) = N#N.N=O
HOMO level = -9.74 eV

---

Arrangement x

Below is a 2-piece molecular cluster, HN3O overall, with properties calculated with ωB97M-V/def2-TZVPD.

Last column: Mulliken charge in e.
Positions of all 5 atoms, in Å:
N  -0.266  1.748  1.602  -0.116
N  0.331  1.125  0.916  0.118
N  -0.316  -0.751  -0.614  0.033
O  0.107  -1.858  -0.390  -0.244
H  0.144  -0.265  -1.513  0.209

Structure (SMILES) = N#N.N=O
HOMO level = -9.55 eV

---

Most stable structure among those shown: arrangement w. Next: +0.0072 hartree.